# 1
ORCA calculation (the ωB97M-V functional and the def2-TZVPD basis) on 2 unconnected molecules or ions with the total composition C15H10Cl2F3O4S in a non-equilibrium geometry.

XYZ file:
```
35
Properties=species:S:1:pos:R:3:forces:R:3
Cl 2.784957 0.661359 2.590671 0.3 -0.1 0.0
C 1.094542 0.440762 2.587506 -0.6 1.9 -0.1
C 0.273949 1.515587 2.535209 1.6 -1.0 0.0
C -1.157271 1.366031 2.569664 -1.1 0.6 0.0
O -1.900407 2.330402 2.597525 0.0 0.2 0.0
C -1.683234 0.003183 2.592111 0.6 -1.5 0.0
Cl -3.371976 -0.217628 2.513443 -0.4 0.1 0.1
C -0.863733 -1.068975 2.655456 -1.6 0.8 -0.1
C 0.567347 -0.920974 2.666982 1.0 -1.4 0.0
O 1.303928 -1.888939 2.743424 -0.1 0.3 0.1
H 0.678183 2.511323 2.481318 0.0 0.2 0.0
H -1.271006 -2.062730 2.707916 0.1 -0.3 -0.1
C 2.006424 -7.350237 0.698740 0.2 -0.2 0.1
C 1.109386 -6.209334 0.370035 0.0 0.0 -0.1
C 0.145769 -5.800853 1.288923 0.3 -0.1 -0.4
C -0.705766 -4.764944 1.020389 0.1 0.3 -0.5
C -0.614836 -4.057816 -0.209173 1.1 -1.0 -0.1
C -1.431962 -2.995414 -0.482792 -1.4 2.6 -1.4
S -1.256182 -2.084259 -2.025643 4.0 -6.4 3.0
C -2.557037 -0.837838 -1.631870 1.0 -0.7 -0.7
F -2.664292 -0.017208 -2.681200 -0.7 0.4 0.6
F -3.684669 -1.518872 -1.404209 0.1 1.1 -0.1
F -2.143447 -0.204436 -0.529548 -0.8 0.3 -0.7
O 0.171051 -1.603132 -1.961812 -3.0 1.0 -1.4
O -1.524218 -3.108897 -3.096356 -0.4 3.4 0.6
C 0.378666 -4.486178 -1.132827 -0.2 0.2 0.1
C 1.208766 -5.530540 -0.843312 -0.1 -0.3 0.6
H 2.682750 -7.584014 -0.124085 0.0 0.0 0.0
H 2.613860 -7.120742 1.574673 0.1 -0.1 0.1
H 1.425990 -8.247515 0.917602 0.1 -0.2 0.1
H 0.083610 -6.314839 2.231640 -0.1 -0.2 0.4
H -1.449871 -4.476308 1.740887 -0.3 0.1 0.2
H -2.172014 -2.668437 0.215701 -0.4 0.2 0.1
H 0.479194 -3.962234 -2.070382 0.1 -0.1 0.0
H 1.959638 -5.835524 -1.551715 0.2 -0.1 -0.2
```
Positions in Å, forces in eV/Å.

Its spin multiplicity is 1. As for the net charge: -1. The HOMO energy comes out at -0.0937 hartree.

# 2
ORCA calculation (the ωB97M-V functional and the def2-TZVPD basis) on 2 unconnected molecules or ions with the total composition C15H10F3N4O7S in a non-equilibrium geometry.

XYZ file:
```
40
Properties=species:S:1:pos:R:3:forces:R:3
C -4.183513 0.060765 2.082528 -0.2 -0.1 0.1
C -2.702983 -0.114534 1.921600 0.2 -0.1 -0.1
C -2.161379 -1.397677 1.771783 -0.1 0.3 0.0
C -0.806285 -1.574770 1.554960 0.7 0.5 -0.1
C 0.072498 -0.456496 1.517654 -0.9 0.3 0.1
C 1.441822 -0.596084 1.135716 0.8 -0.1 0.5
S 2.626951 0.418312 1.907187 -0.9 -0.6 -0.8
C 4.154847 -0.671386 1.964313 -0.2 -0.2 -0.1
F 5.221587 0.081386 2.292903 -0.5 -0.5 -0.1
F 4.015706 -1.663757 2.868932 0.3 0.6 -0.5
F 4.372069 -1.229047 0.746910 0.0 0.3 0.8
O 2.995771 1.475362 0.989725 0.4 0.1 0.6
O 2.312919 0.711036 3.286783 0.3 0.2 -0.3
C -0.479402 0.834210 1.738402 0.0 -0.4 -0.1
C -1.844872 0.994739 1.896568 0.0 -0.3 0.2
H -4.436519 1.122732 2.148947 -0.1 -0.2 0.0
H -4.727686 -0.389058 1.241553 0.0 0.2 0.1
H -4.538257 -0.432908 2.996288 0.0 0.1 -0.1
H -2.824731 -2.263015 1.817720 0.1 0.2 -0.1
H -0.363444 -2.562415 1.416811 -0.2 0.2 0.0
H 1.823057 -1.566293 0.816212 -0.1 0.4 0.4
H 0.180952 1.704508 1.731334 -0.2 -0.2 -0.1
H -2.262750 1.998057 2.010981 0.1 -0.3 0.0
O -2.376954 2.287194 -3.975220 1.0 -1.8 0.4
N -1.989739 1.108464 -3.889169 -1.3 -0.3 -0.9
O -2.565557 0.158816 -4.467592 0.8 1.4 0.8
C -0.838005 0.758956 -3.077119 0.5 -0.4 0.5
C -0.562667 -0.571402 -2.769557 -0.3 1.1 0.0
C 0.533864 -0.905506 -1.929359 0.2 0.8 0.1
N 0.773613 -2.306822 -1.681838 0.3 -1.8 0.1
O 0.061807 -3.140870 -2.285919 0.9 1.3 0.9
O 1.684968 -2.662178 -0.898037 -1.4 0.9 -1.5
C 1.386520 0.074010 -1.373534 1.2 -1.7 0.8
C 1.198742 1.407078 -1.787611 0.5 3.0 -0.4
N 2.014451 2.508768 -1.655306 -2.2 -1.0 -1.3
O 1.389183 3.493945 -2.442396 -0.4 -2.1 1.0
N 0.208105 3.057456 -3.020508 0.9 -1.7 1.2
C 0.094203 1.768677 -2.613828 -0.2 1.8 -1.2
H -1.192667 -1.359997 -3.171991 0.1 0.2 0.2
H 2.293765 -0.160255 -0.816837 -0.3 -0.1 -0.9
```
Positions in Å, forces in eV/Å.

Its spin multiplicity is 1. As for the net charge: -1. The HOMO energy comes out at -0.1486 hartree.

# 3
ORCA calculation (the ωB97M-V functional and the def2-TZVPD basis) on C15H10N4O in the gas phase in a non-equilibrium geometry.

XYZ file:
```
30
Properties=species:S:1:pos:R:3:forces:R:3
O -2.950939 0.410459 -2.453203 1.7 -0.4 1.8
C -2.096292 0.020875 -1.637886 -2.4 0.7 -3.2
N -1.158901 0.730427 -0.909775 -0.8 -1.6 0.1
C -0.862853 2.105066 -0.884665 0.5 1.6 -0.2
C -1.601263 3.046736 -1.647063 0.3 -0.4 0.3
C -1.283500 4.407717 -1.593963 0.3 -0.2 -0.2
C -0.211309 4.866735 -0.814964 -0.6 -0.3 -0.5
C 0.541749 3.940278 -0.129143 0.0 -0.6 0.5
C 0.243433 2.569029 -0.141569 -0.2 0.1 0.1
N -0.492456 -0.124589 -0.070828 1.1 -1.3 0.1
C -0.850908 -1.340721 -0.399054 -0.4 1.0 0.7
C -0.512510 -2.604088 0.227856 0.2 -0.1 0.2
C 0.373622 -2.694812 1.284284 0.4 -1.4 1.4
C 0.650750 -3.934011 1.928543 -0.2 1.1 -1.1
C 0.012623 -5.069009 1.458902 -0.8 -1.0 -0.1
C -0.942513 -4.992500 0.424641 0.2 0.7 -0.1
C -1.180728 -3.755648 -0.215015 -0.5 -0.5 -0.2
C -2.204640 -3.594887 -1.282966 0.4 0.8 0.4
N -2.515449 -2.457933 -1.816150 -0.1 0.3 0.1
N -1.842148 -1.335896 -1.352428 0.7 -0.4 0.7
H -2.394137 2.671864 -2.284125 0.0 0.1 0.1
H -1.822428 5.109418 -2.240464 0.0 -0.3 0.4
H 0.052029 5.915774 -0.761519 -0.1 0.0 -0.1
H 1.367111 4.301616 0.476521 0.0 -0.2 -0.1
H 0.854809 1.899296 0.474991 -0.4 0.2 -0.5
H 0.782385 -1.822909 1.743437 0.3 0.6 -0.2
H 1.370570 -3.998781 2.750055 -0.4 0.2 -0.3
H 0.188657 -6.040285 1.957664 -0.1 0.6 -0.4
H -1.556874 -5.845691 0.111840 0.5 0.2 0.2
H -2.794577 -4.462766 -1.619589 0.4 0.5 0.1
```
Positions in Å, forces in eV/Å.

Its spin multiplicity is 1. As for the structure (SMILES): O=c1n(-c2ccccc2)nc2c3ccccc3cnn12. As for the net charge: 0. As for the energy above the lowest of the compared OMol25 structures with the same formula, charge and spin: 0.0 kJ/mol. The HOMO energy comes out at -0.2984 hartree.

# 4
ORCA calculation (the ωB97M-V functional and the def2-TZVPD basis) on a molecular structure, C15H10NPtSe2Te2.

XYZ file:
```
31
Properties=species:S:1:pos:R:3:forces:R:3
Pt -1.379128 0.739636 0.944947 -0.5 0.1 0.2
C -3.496313 -2.666962 -0.397069 0.1 0.0 0.0
C -2.531513 -3.342930 -1.153950 0.0 0.0 0.0
C -1.263794 -2.814709 -1.278737 0.0 0.0 0.0
C -0.947674 -1.606675 -0.648697 0.0 -0.2 -0.1
C -1.916919 -0.931725 0.109491 0.1 0.5 0.3
C -3.198796 -1.472106 0.231493 0.0 -0.1 -0.1
C 0.331888 -0.941171 -0.694004 -0.1 -0.2 -0.1
C 1.479527 -1.403013 -1.383527 -0.1 -0.2 -0.1
C 2.626356 -0.688193 -1.350835 0.1 -0.1 -0.1
C 2.673946 0.525338 -0.623656 -0.1 0.2 0.1
C 3.837784 1.319697 -0.548357 0.0 -0.1 -0.1
C 3.841126 2.482181 0.163130 0.0 0.2 0.1
C 2.672344 2.900325 0.832531 0.1 0.0 0.0
C 1.529353 2.153670 0.778953 -0.1 -0.1 0.0
C 1.503693 0.946725 0.048570 0.1 -0.1 -0.1
N 0.349286 0.193691 -0.004336 0.4 0.3 0.1
H -4.491405 -3.085714 -0.301977 0.0 0.0 0.0
H -2.776573 -4.278346 -1.641705 0.0 0.0 0.0
H -0.515309 -3.337508 -1.865188 0.0 0.0 0.0
H -3.943400 -0.950104 0.815566 0.0 0.0 0.0
H 1.427005 -2.332661 -1.934913 0.0 0.0 0.0
H 3.509948 -1.034252 -1.875584 0.0 0.0 0.0
H 4.733683 0.993605 -1.065069 0.0 0.0 0.0
H 4.741007 3.082367 0.212881 0.0 0.0 0.0
H 2.671658 3.822531 1.397902 0.0 0.0 0.0
H 0.636836 2.481065 1.294895 0.0 0.0 0.0
Se -1.776233 0.572229 3.443512 0.2 -0.2 -0.4
Te -3.288507 2.360432 4.301367 -0.2 0.1 0.1
Te -4.105426 3.727985 2.036885 -0.2 0.1 0.2
Se -2.934461 2.584596 0.155475 0.4 -0.4 -0.1
```
Positions in Å, forces in eV/Å.

Its spin multiplicity is 1. As for the net charge: -1. As for the energy above the lowest of the compared OMol25 structures with the same formula, charge and spin: 56.1 kJ/mol. The HOMO energy comes out at -0.1036 hartree.

no.,LUMO level (eV),orbital gap (eV)
1,0.455,3.01
2,0.817,4.86
3,-0.260,7.86
4,1.996,4.82